1.
Molecular formula: C21H33F3NO5
Method: DFT, the ωB97M-V functional and the def2-TZVPD basis

Output
Total charge   +1
E_LUMO   -5.160 eV

Last column: natural (NBO) charge in e.
Geometry (Å):
F  -5.3384  -0.9337  -1.7795  -0.3271
F  -7.3192  -0.5389  -0.6323  -0.3317
F  -5.5261  0.8030  -0.2148  -0.3402
O  -1.1032  -3.8270  0.3787  -0.5064
O  3.2143  -4.3814  1.5233  -0.5402
O  -0.2814  4.7553  1.2047  -0.5727
O  2.2368  1.0652  -3.7471  -0.5475
O  -3.2305  -3.8582  -0.4703  -0.6840
N  -1.4810  1.4947  0.2445  -0.4733
C  -2.6482  0.9113  0.8501  0.0922
C  -1.9789  -1.5606  0.1189  -0.0236
C  -5.8817  -0.5350  -0.5246  0.9859
C  -0.5204  4.6521  2.6173  -0.0703
C  3.2847  0.1353  -3.4349  -0.0660
C  -0.9091  6.8938  2.0140  -0.4319
C  2.7100  2.3949  -3.4854  -0.0685
C  -0.3354  6.1416  0.8300  -0.0695
C  2.1343  -4.5648  0.5988  -0.0622
C  3.3106  -6.6005  0.7000  -0.4313
C  -0.4340  6.0562  3.1805  -0.4326
C  4.0613  -5.5384  1.4785  -0.0685
C  -2.9869  -0.6204  0.8348  0.0098
C  -0.5491  0.6258  -0.4232  0.0784
C  4.0077  2.2555  -2.7142  -0.4308
C  2.4869  -5.7664  -0.2555  -0.4325
C  -2.1079  -3.1414  0.0170  0.7338
C  -4.2948  -1.1700  1.5653  -0.4512
C  -0.6981  -0.9239  -0.5300  -0.1737
C  4.5499  0.9475  -3.2445  -0.4334
C  -5.4822  -1.6159  0.5822  -0.5010
H  -1.0274  6.1881  4.0866  0.2297
H  -1.5221  4.2294  2.7579  0.1502
H  0.6071  6.3017  3.4138  0.2127
H  1.6089  -6.2837  -0.6466  0.2193
H  -0.9409  6.2548  -0.0721  0.1879
H  -5.3172  -2.6268  0.0754  0.2729
H  3.3745  -0.6000  -4.2372  0.1939
H  3.0057  -0.3866  -2.5121  0.1490
H  0.6855  6.4683  0.6081  0.1771
H  -0.5810  7.9334  2.0570  0.2343
H  0.3601  1.1038  -0.9142  0.2736
H  1.9505  2.9526  -2.9313  0.1705
H  -4.0195  -2.0667  2.2394  0.2606
H  5.0370  1.1124  -4.2110  0.2111
H  -6.4193  -1.7529  1.2498  0.2677
H  3.9724  -7.3122  0.2038  0.2241
H  -3.4053  1.5684  1.4200  0.2659
H  -4.6962  -0.3331  2.2460  0.2498
H  0.2099  3.9742  3.0653  0.1905
H  4.6816  3.1015  -2.8581  0.2290
H  -2.0031  6.8816  1.9701  0.2037
H  1.2234  -4.7430  1.1790  0.1713
H  -3.3621  -4.5959  0.1855  0.5192
H  -1.3716  2.5303  0.3303  0.4888
H  4.3046  -5.8557  2.4948  0.1886
H  3.1058  -5.4539  -1.1032  0.2009
H  2.8714  2.8887  -4.4490  0.1773
H  1.9984  -3.6551  0.0076  0.1631
H  3.7980  2.1632  -1.6430  0.1934
H  2.6489  -7.1582  1.3711  0.2028
H  0.0758  -1.5964  -1.0577  0.2989
H  4.9889  -5.2550  0.9696  0.1665
H  5.2678  0.4669  -2.5778  0.2257


2.
Molecular formula: C59H54AuCl5Ge2INOS4
Method: DFT, the ωB97M-V functional and the def2-TZVPD basis

Output
Energy relative to the best compared isomer or geometry (same formula, charge and spin)   0.130 eV
E_LUMO   -2.065 eV

Last column: Löwdin charge in e.
Geometry (Å):
Au  1.2585  -1.2522  2.2699  0.4838
I  4.5896  0.9620  2.5624  0.8711
Ge  0.5875  -0.2901  -1.2243  0.1006
Ge  -0.5626  1.4747  0.7160  0.0771
Cl  -0.7175  -5.7729  1.8368  0.7260
Cl  0.9217  -1.6360  4.8374  0.7336
Cl  -1.0394  -2.4747  7.1031  0.6970
Cl  -2.8506  -5.0101  6.7559  0.6712
Cl  -2.6691  -6.6554  4.1087  0.6869
S  0.6988  0.9343  2.4625  0.1941
S  2.0881  -1.2520  0.1475  0.3458
S  -1.3771  -0.4167  -0.1757  0.3221
S  0.7850  1.9289  -0.9986  0.3466
O  0.8023  -3.3813  2.4561  -0.2648
N  3.8352  -1.8614  2.9098  -0.0375
C  -0.9632  -3.4106  5.6594  -0.7210
C  -3.0884  1.3250  -3.9414  -0.0079
C  -0.0990  -3.0379  4.6420  -0.5675
C  1.4085  -3.9497  -1.6503  -0.2293
C  -3.1752  4.7336  2.9590  -0.0492
C  -3.9079  3.6845  -4.2280  -0.0501
C  1.9653  -2.4658  -4.6206  -0.0276
C  -2.1894  0.7660  4.6190  -0.0443
C  -4.0321  0.5043  1.2808  -0.2698
C  1.0590  4.8894  1.1686  -0.2109
C  -2.8008  2.6682  -4.1629  -0.2732
C  -4.0398  -1.6612  2.3740  -0.2572
C  0.9705  2.5808  -4.4924  -0.0383
C  0.5673  5.4742  -1.5062  -0.0256
C  0.2910  -0.2985  -4.1572  -0.2185
C  -1.8575  4.8632  -1.2709  -0.0204
C  0.0203  -3.7382  3.4225  -0.4917
C  3.3306  -4.8755  -0.4998  -0.2570
C  -3.2897  -1.1224  3.4071  0.0072
C  -0.4763  5.0274  -0.7037  -0.2378
C  -1.3503  4.2115  1.4668  -0.2138
C  2.0804  5.3172  0.3307  -0.0093
C  -1.6740  -5.2668  4.3188  -0.7100
C  0.8624  -0.9772  -3.0587  -0.1908
C  -0.4449  2.1015  -4.3007  -0.2278
C  -4.4361  -3.1112  2.3752  -0.0344
C  -2.4706  -1.0949  -3.8137  -0.0272
C  3.6103  -2.9709  -1.9723  -0.2678
C  1.6825  -2.0968  -3.3078  -0.2140
C  -2.0922  0.3604  -3.9175  -0.2050
C  1.8565  5.6045  -1.0117  -0.2708
C  -4.4203  -0.8254  1.3283  -0.0348
C  -1.7162  2.8582  1.4994  -0.2096
C  -0.7534  0.7632  -4.0602  -0.1576
C  -2.8203  2.4506  2.2690  -0.2193
C  0.6158  -0.6874  -5.4547  -0.0295
C  -2.9054  0.2168  3.4131  -0.2061
C  -0.0784  -3.9669  -1.8824  -0.0189
C  4.8981  -1.1015  2.7180  -0.7966
C  4.1330  -3.9101  -1.0885  -0.0175
C  4.5136  -1.9370  -2.5932  -0.0299
C  6.3704  -2.9631  2.7463  -0.0612
C  -1.4781  3.0308  -4.3564  -0.0184
C  5.2646  -3.7738  2.9536  -0.0616
C  -2.0900  5.1353  2.2005  -0.0275
C  1.3298  4.6569  2.6311  -0.0262
C  4.0171  -3.1811  3.0170  -0.1340
C  -1.7667  -4.5331  5.5055  -0.7315
C  2.2402  -2.9982  -2.2578  -0.2241
C  2.9845  6.0712  -1.8916  -0.0473
C  -0.8082  -4.8821  3.3078  -0.6074
C  -3.5405  3.3980  2.9872  -0.0209
C  -0.2203  4.7081  0.6285  -0.1777
C  -4.4385  1.3699  0.1176  -0.0373
C  1.4584  -1.7550  -5.6900  -0.0473
C  3.8975  -5.9295  0.4099  -0.0477
C  -3.2487  1.0212  2.3231  -0.1722
C  6.1920  -1.5970  2.6198  -0.1352
C  1.9703  -4.8704  -0.7841  -0.0109
H  -5.5154  -3.2229  2.2578  0.0831
H  -2.9149  1.0824  5.3743  0.0931
H  7.0239  -0.9278  2.4572  0.0904
H  -1.8059  6.1803  2.1601  0.1265
H  7.3641  -3.3881  2.6836  0.1113
H  -5.1785  0.8580  -0.4973  0.0797
H  1.3303  -5.6025  -0.3093  0.0954
H  -4.1219  1.0156  -3.8210  0.1196
H  -2.6216  5.2285  -0.5835  0.0860
H  2.3757  4.8558  2.8629  0.0786
H  -3.7421  5.4635  3.5231  0.1073
H  3.7404  -6.9248  -0.0101  0.0841
H  1.1099  3.6308  2.9271  0.0293
H  3.1136  -3.7653  3.1521  0.0975
H  -2.0691  3.8094  -1.4678  0.0769
H  0.3662  5.7157  -2.5452  0.1148
H  -3.0021  -1.7548  4.2427  0.1133
H  -1.9529  5.4014  -2.2123  0.0753
H  -2.1582  -1.5294  -2.8685  0.0476
H  3.3082  7.0761  -1.6130  0.0818
H  -1.5544  0.0052  5.0706  0.0412
H  -3.5825  1.6049  -0.5233  0.0556
H  4.1233  -0.9277  -2.4452  0.0818
H  4.6147  -2.0844  -3.6699  0.0805
H  2.5880  -3.3364  -4.7882  0.1275
H  -4.5490  3.5036  -5.0930  0.0816
H  -4.1424  -3.6000  3.3037  0.0660
H  -4.3906  3.0738  3.5757  0.1264
H  -3.5514  -1.2117  -3.8900  0.0799
H  1.6951  -2.0509  -6.7040  0.1090
H  -4.5392  3.6376  -3.3384  0.0791
H  5.3628  -4.8444  3.0598  0.1046
H  -4.8614  2.3182  0.4537  0.0861
H  1.0559  3.1860  -5.3967  0.0863
H  -1.2339  4.0706  -4.5476  0.1181
H  -2.0064  -1.6818  -4.6093  0.0867
H  -3.5120  4.6964  -4.3099  0.0704
H  1.6791  1.7583  -4.5659  0.0753
H  3.8489  5.4119  -1.8007  0.0805
H  -0.4860  -4.9548  -1.6703  0.0809
H  -3.9586  -3.6432  1.5501  0.0850
H  3.4017  -5.9093  1.3825  0.0755
H  0.1716  -0.1459  -6.2811  0.1297
H  5.5075  -1.9835  -2.1498  0.0779
H  -0.5803  -3.2640  -1.2087  0.0651
H  2.6836  6.0945  -2.9387  0.0721
H  -0.3405  -3.6927  -2.9043  0.0801
H  -1.5692  1.6257  4.3785  0.0582
H  3.0786  5.4375  0.7395  0.1197
H  4.9678  -5.7926  0.5581  0.0683
H  1.2712  3.2029  -3.6457  0.0522
H  0.7138  5.3107  3.2518  0.0854
H  -5.0186  -1.2279  0.5170  0.1219
H  5.1949  -3.8886  -0.8653  0.1152


We obtain highest occupied orbital energy values of -11.2 -8.0 eV for the records listed above, in that order.